No. 1
The following is a DFT calculation (ωB97M-V with the def2-TZVPD basis set) of 3 unconnected molecules or ions with the total composition C3H12NO2 at a distorted geometry.

Each line ends with the Löwdin charge.
Cartesian coordinates (Å):
C1 0.523 -1.951 0.890  -0.028
C2 1.533 -0.854 0.886  -0.327
C3 2.559 -0.623 1.705  0.103
N1 1.169 0.254 -0.060  0.206
H1 -0.207 -1.828 1.700  0.103
H2 -0.049 -2.019 -0.036  0.092
H3 0.997 -2.905 1.106  0.096
H4 3.429 -0.133 1.288  0.088
H5 2.575 -1.131 2.661  0.092
H6 1.298 -0.079 -1.020  0.172
H7 1.678 1.100 0.184  0.168
H8 0.158 0.416 -0.058  0.121
H9 -1.684 1.371 -1.247  0.029
H10 -0.783 2.267 -1.967  0.076
O1 -0.740 1.617 -1.250  -0.061
H11 -4.289 1.977 -2.176  0.061
H12 -4.418 1.134 -0.978  0.058
O2 -3.750 1.388 -1.629  -0.050

Atomic forces in eV per Å
C -0.4072 -0.0719 0.9317
C -0.5640 0.8370 0.7714
C -0.4463 -0.8862 -0.7849
N 0.5790 -2.0042 -0.4533
H -0.0384 0.1902 -0.1242
H 0.1865 -0.0057 -0.0760
H 0.0948 -0.0012 -0.2740
H -0.1331 1.0217 0.7475
H 0.6304 -0.4836 -0.3305
H 0.4020 0.6535 -0.1979
H -0.0944 0.1514 -0.4416
H 0.0544 0.5793 0.2858
H -0.0795 -0.1068 0.2540
H 0.5441 0.0287 0.1703
O -0.9233 0.1312 -0.5330
H 0.4462 0.0379 -0.2677
H 0.3443 -0.2620 0.1836
O -0.5954 0.1905 0.1387

Its HOMO energy is -14.072 eV. For the energy, the calculation gives -326.460502 Ha. As for the total charge: +1. The LUMO energy is -3.217 eV.



No. 2
The following is a DFT calculation (ωB97M-V with the def2-TZVPD basis set) of 3 unconnected molecules or ions with the total composition C3H12NO2 at a distorted geometry.

Each line ends with the Löwdin charge.
Cartesian coordinates (Å):
C1 -1.526 0.317 1.518  -0.038
C2 -1.225 -0.365 0.230  -0.348
C3 -2.123 -1.031 -0.466  0.112
N1 0.181 -0.395 -0.171  0.206
H1 -2.000 -0.295 2.274  0.094
H2 -0.668 0.654 2.100  0.080
H3 -2.129 1.214 1.393  0.098
H4 -1.920 -1.549 -1.397  0.085
H5 -3.164 -0.982 -0.159  0.096
H6 0.549 0.569 -0.188  0.116
H7 0.327 -0.742 -1.128  0.136
H8 0.752 -0.935 0.471  0.174
H9 2.453 2.083 0.344  0.067
H10 1.173 2.896 0.797  0.076
O1 1.527 2.016 0.601  -0.042
H11 3.066 -1.365 -1.477  0.068
H12 2.462 -1.078 -2.846  0.073
O2 2.264 -1.010 -1.896  -0.054

Atomic forces in eV per Å
C 0.4104 0.8657 1.0568
C -0.6335 -0.8137 0.5411
C -0.2597 0.2758 -0.5153
N -0.2156 0.6233 -0.8645
H -0.5496 -0.5156 -0.3444
H 0.5261 0.0873 -0.5153
H -0.1682 -0.0429 -0.1989
H 0.1314 -0.0073 0.1179
H 0.1863 -0.1288 0.0277
H 0.3693 0.1336 0.4106
H 0.0986 -0.2818 0.3539
H 0.1660 -0.1032 0.0918
H -0.0797 0.4060 0.0808
H 0.4417 -0.1637 -0.1285
O -0.4301 -0.3179 -0.0671
H -0.3521 0.1226 -0.1291
H -0.1888 0.0861 0.3716
O 0.5476 -0.2256 -0.2890

Its HOMO energy is -14.291 eV. For the energy, the calculation gives -326.489051 Ha. As for the total charge: +1. The LUMO energy is -3.092 eV.



No. 3
The following is a DFT calculation (ωB97M-V with the def2-TZVPD basis set) of 3 unconnected molecules or ions with the total composition C3H12NO2 at a distorted geometry.

Each line ends with the Löwdin charge.
Cartesian coordinates (Å):
C1 2.653 -1.552 0.036  -0.072
C2 1.975 -0.304 0.545  -0.118
C3 1.453 0.543 -0.302  -0.121
N1 0.404 1.507 0.021  0.121
H1 3.697 -1.587 0.327  0.084
H2 2.271 -2.397 0.641  0.096
H3 2.447 -1.758 -1.013  0.084
H4 2.235 -0.050 1.573  0.128
H5 1.366 0.418 -1.404  0.144
H6 0.552 2.492 -0.217  0.160
H7 -0.660 1.411 -0.122  0.087
H8 0.386 1.756 1.087  0.209
H9 -2.612 0.589 -0.007  0.036
H10 -2.721 1.527 -1.157  0.101
O1 -2.185 1.403 -0.351  -0.038
H11 -4.392 -0.916 0.272  0.066
H12 -3.405 -2.034 0.034  0.090
O2 -3.465 -1.048 0.039  -0.057

Atomic forces in eV per Å
C -0.5293 -0.3422 1.1092
C 2.1935 -0.6060 0.0000
C -2.6253 0.0427 -2.5786
N -0.0670 3.2973 4.9090
H 0.3986 0.3028 -0.4790
H -0.2393 0.2854 -0.3875
H 0.3084 0.0953 0.0594
H -1.0180 -0.1155 0.1643
H 0.5683 -0.4722 0.9063
H 0.5629 -0.1311 -1.2171
H 0.3525 -1.0174 -0.9667
H 0.2468 -1.2944 -1.6719
H 0.3299 -0.0893 0.1682
H 0.5912 0.3497 0.1994
O -0.9792 -0.4177 -0.2835
H -0.0214 0.1877 0.0151
H 0.2855 1.1214 -0.0746
O -0.3583 -1.1964 0.1283

Its HOMO energy is -14.102 eV. For the energy, the calculation gives -326.457467 Ha. As for the total charge: +1. The LUMO energy is -3.025 eV.



No. 4
The following is a DFT calculation (ωB97M-V with the def2-TZVPD basis set) of 3 unconnected molecules or ions with the total composition C3H12NO3 at a distorted geometry.

Each line ends with the Löwdin charge.
Cartesian coordinates (Å):
C1 0.889 -1.024 -1.659  -0.312
C2 -0.448 -1.381 -0.942  -0.204
C3 -0.364 -0.851 0.490  -0.476
O1 -0.301 0.508 0.508  -0.336
N1 0.851 0.210 -2.436  -0.031
H1 1.213 -1.898 -2.238  0.086
H2 1.625 -0.867 -0.871  0.092
H3 -1.266 -0.818 -1.390  0.098
H4 -0.531 -2.473 -0.904  0.088
H5 0.518 -1.331 0.993  0.092
H6 -1.179 -1.263 1.126  0.088
H7 0.623 0.939 -1.765  0.051
H8 0.046 0.177 -3.054  0.045
H9 -1.513 1.072 3.183  0.010
H10 -1.341 1.208 1.683  -0.027
O2 -1.962 1.443 2.423  -0.122
H11 0.325 1.851 1.382  -0.023
H12 1.836 2.103 1.584  0.000
O3 0.979 2.394 1.887  -0.119

Atomic forces in eV per Å
C -0.7262 -0.2240 0.4704
C 1.2896 0.2105 0.6772
C 0.0754 0.0267 0.9359
O -0.1396 0.4638 -0.1810
N 0.0755 -0.0236 -0.3314
H 0.0999 0.3649 -0.3434
H 0.1841 -0.0988 -0.0174
H -0.2906 -0.5109 -0.3492
H -0.5529 0.0335 -0.2881
H 0.1723 0.0225 -0.3260
H -0.4142 0.0673 -0.3183
H -0.0247 0.0190 0.1349
H 0.0493 -0.0188 -0.0521
H 0.0596 0.0524 0.1348
H -0.2099 -0.4365 -0.3136
O -0.1638 0.0724 0.0837
H 0.7069 -0.4272 -0.0301
H 0.0929 -0.2794 -0.2573
O -0.2838 0.6862 0.3712

Its HOMO energy is -3.859 eV. For the energy, the calculation gives -401.997137 Ha. As for the total charge: -1. The LUMO energy is 4.160 eV.



No. 5
The following is a DFT calculation (ωB97M-V with the def2-TZVPD basis set) of 3 unconnected molecules or ions with the total composition C3H12NO3 at a distorted geometry.

Each line ends with the Löwdin charge.
Cartesian coordinates (Å):
O1 0.243 -0.458 -2.239  0.041
C1 0.546 -1.167 -1.248  -0.161
C2 0.633 -0.438 0.047  -0.311
C3 2.128 -0.039 0.213  -0.027
N1 -0.190 0.846 -0.067  0.183
H1 0.817 -2.215 -1.359  0.146
H2 0.304 -1.046 0.909  0.166
H3 2.491 0.590 -0.623  0.104
H4 2.741 -0.934 0.477  0.113
H5 2.194 0.661 1.079  0.090
H6 -1.123 0.472 -0.515  0.149
H7 0.311 1.613 -0.683  0.224
H8 -0.430 1.241 0.839  0.123
H9 0.504 2.047 3.466  0.015
H10 -0.779 1.339 3.805  0.066
O2 0.015 1.292 3.250  -0.030
H11 -3.170 -0.391 -1.683  0.080
H12 -3.058 -0.913 -0.131  0.020
O3 -2.672 -0.649 -0.910  0.012

Atomic forces in eV per Å
O 0.7804 -2.4239 2.3802
C -1.2625 2.9712 -3.5278
C 1.2776 0.5805 0.7864
C -0.1633 0.5668 1.3533
N -0.6666 -0.4311 -2.0580
H 0.0781 -0.2226 0.2033
H -0.0733 0.5572 -0.3032
H -0.0776 -0.9579 0.0244
H -0.2887 0.8372 -0.6260
H -0.0503 -0.6926 -0.2716
H 1.3373 1.1558 0.3413
H -1.4320 -2.1551 1.3006
H 0.3344 0.0163 0.4873
H 1.2392 1.8097 0.6226
H 0.3302 -0.0700 -0.1444
O -1.6174 -1.7289 -0.7507
H -0.9219 -0.2239 0.3706
H -2.4529 -0.8218 2.0315
O 3.6291 1.2332 -2.2198

Its HOMO energy is -14.365 eV. For the energy, the calculation gives -401.713145 Ha. As for the total charge: +1. The LUMO energy is -3.246 eV.



No. 6
The following is a DFT calculation (ωB97M-V with the def2-TZVPD basis set) of 3 unconnected molecules or ions with the total composition C3H12NO3S at a distorted geometry.

Each line ends with the Löwdin charge.
Cartesian coordinates (Å):
C1 -1.388 -0.627 0.038  -0.314
C2 -0.535 -1.568 -0.830  -0.476
S1 1.233 -1.764 -0.193  0.599
N1 -0.669 0.306 0.883  -0.124
C3 -0.994 1.745 0.543  -0.552
O1 -2.283 2.029 0.397  -0.333
H1 -2.128 -1.162 0.634  0.104
H2 -2.046 -0.011 -0.601  0.103
H3 -0.870 -2.609 -0.847  0.045
H4 -0.366 -1.317 -1.869  0.010
H5 1.179 -0.567 0.456  -0.167
H6 -0.856 0.062 1.848  0.091
H7 -0.443 1.936 -0.395  0.081
H8 -0.575 2.426 1.350  0.072
H9 0.516 -0.201 -3.817  0.031
H10 1.662 -0.812 -2.787  -0.011
O2 1.172 -0.869 -3.617  -0.091
H11 1.890 1.859 2.239  0.049
H12 0.545 2.188 2.791  -0.021
O3 1.453 2.121 3.088  -0.097

Atomic forces in eV per Å
C -0.7864 0.6808 -0.4004
C 1.5217 -0.9285 0.4716
S -0.5867 0.2477 -0.1753
N 0.6655 -0.0721 0.0983
C -1.4892 0.7739 0.2857
O -0.0345 -0.3252 0.0078
H 0.2768 -0.5154 0.0186
H 0.2969 -0.1461 -0.0395
H -0.3730 0.2224 0.1692
H -0.4744 0.5343 -0.0563
H -0.1325 -0.1635 -0.0399
H -0.1108 0.4618 -0.0032
H 0.6282 -0.0343 -0.1468
H 0.5084 -0.6961 -0.2177
H 0.2586 0.4060 0.8717
H -0.6899 0.6544 0.1746
O 0.4710 -1.0651 -1.0410
H -0.4438 0.2617 1.0969
H -0.5752 0.0795 -0.0879
O 1.0694 -0.3761 -0.9863

Its HOMO energy is -3.061 eV. For the energy, the calculation gives -800.142962 Ha. As for the total charge: -1. The LUMO energy is 3.214 eV.



No. 7
The following is a DFT calculation (ωB97M-V with the def2-TZVPD basis set) of a molecular structure, C3H12NO4 at a distorted geometry.

Each line ends with the Löwdin charge.
Cartesian coordinates (Å):
C1 -1.724 0.639 0.802  -0.228
O1 -2.271 -0.181 -0.251  -0.137
C2 -0.181 0.368 0.963  -0.372
C3 0.467 0.868 -0.280  -0.288
O2 1.859 0.620 -0.298  -0.125
N1 0.302 1.068 2.166  0.026
H1 -2.235 0.498 1.755  0.102
H2 -1.865 1.657 0.424  0.101
H3 -0.044 -0.704 1.146  0.144
H4 0.065 0.332 -1.137  0.092
H5 0.300 1.906 -0.608  0.127
H6 2.075 -0.312 -0.635  0.045
H7 1.209 1.478 1.943  0.057
H8 -0.295 1.869 2.356  0.049
H9 -1.476 -0.580 -0.729  0.019
H10 -0.554 -2.565 -0.855  -0.006
O3 -0.491 -1.786 -1.414  -0.285
H11 0.740 -1.867 -1.561  -0.016
H12 2.158 -1.499 -2.338  -0.018
O4 1.962 -1.808 -1.448  -0.285

Atomic forces in eV per Å
C 0.8712 -0.7808 -1.4222
O 0.7353 0.1534 0.7979
C -1.9823 1.1352 0.9358
C 1.1510 -1.1700 -2.2071
O 0.9734 0.0968 0.3371
N 0.1947 0.4423 0.1760
H -0.1858 -0.1295 -0.0206
H 0.1370 0.4292 0.6226
H 0.1577 0.1616 -0.5862
H -0.2697 -0.2116 0.0341
H -0.0670 0.1884 1.1078
H -0.8363 0.5594 0.1149
H 0.0016 -0.2891 0.0865
H -0.0630 -0.0468 -0.0552
H -0.9310 -0.4997 0.1976
H -0.4229 -0.0232 0.0612
O 0.6321 -0.5102 -0.3477
H -0.0310 0.5226 0.6808
H 0.3377 -0.0498 -0.0867
O -0.4027 0.0218 -0.4266

Its HOMO energy is -5.148 eV. For the energy, the calculation gives -477.239922 Ha. As for the total charge: -1. The LUMO energy is 3.976 eV.



No. 8
The following is a DFT calculation (ωB97M-V with the def2-TZVPD basis set) of a molecular structure, C3H12NO4 at a distorted geometry.

Each line ends with the Löwdin charge.
Cartesian coordinates (Å):
C1 0.654 -1.276 0.749  -0.203
C2 1.764 -0.268 1.016  -0.262
O1 1.332 0.568 2.089  -0.121
N1 0.263 -1.332 -0.715  -0.007
C3 -1.318 -1.323 -0.708  -0.285
O2 -1.778 -0.076 -0.746  -0.004
H1 -0.280 -0.945 1.265  0.098
H2 0.907 -2.340 1.198  0.152
H3 2.576 -0.736 1.499  0.095
H4 2.078 0.137 0.087  0.101
H5 0.600 1.240 1.744  0.104
H6 0.558 -2.271 -1.149  0.133
H7 -1.720 -1.951 -1.554  0.155
H8 -1.590 -1.734 0.285  0.113
H9 -1.345 0.607 0.212  0.038
H10 -1.216 2.137 0.022  0.029
O3 -0.772 1.540 0.592  -0.081
H11 0.529 1.779 -1.243  0.053
H12 -0.547 0.974 -1.982  -0.017
O4 0.094 1.671 -2.149  -0.093

Atomic forces in eV per Å
C -0.6188 -2.0204 -0.1464
C -1.5309 -0.4844 1.8322
O -1.7450 2.6989 -1.3606
N -1.0258 -1.9440 -0.0044
C 1.6944 -2.1742 0.9147
O -0.8087 0.8755 -1.1647
H 1.1901 -0.1383 0.0597
H -0.4957 1.9721 -1.0057
H 1.2667 -0.8692 0.0054
H 0.2005 1.1094 -0.7147
H 2.1545 -2.1367 0.7985
H -0.6653 1.8870 0.8879
H 0.4880 0.7973 0.4580
H -0.1848 -0.5243 -0.7110
H 0.9322 1.8824 1.0308
H -0.5258 1.5297 -0.8962
O -0.5193 -2.6184 0.3736
H -0.8563 -0.3062 -1.9262
H 0.0296 -0.1138 -0.0821
O 1.0203 0.5775 1.6515

Its HOMO energy (alpha / beta) is -9.945 / -9.887 eV. For the energy, the calculation gives -477.040422 Ha. The LUMO energy (alpha / beta) is 0.590 / -4.116 eV. The multiplicity is 2.



> energy of number 6 (C3H12NO3S)?

-800.142962 Ha